C11H12B4NO14 | ωB97M-V/def2-TZVPD

Output
Highest occupied orbital energy (eV): -7.24
Total energy (eV): -44474.82659
Lowest unoccupied orbital energy (eV): 1.919
Max |F| (eV/A): 7.40
Molar mass (g mol⁻¹): 425.46
Orbital gap (Eh): 0.3366

```
! wB97M-V def2-TZVPD RIJCOSX def2/J DEFGRID3
* xyz -1 1
C -2.26800 3.00425 -4.87982
C -1.75990 3.79616 -3.54304
O -0.36469 3.41779 -3.36976
C 0.10335 3.74075 -2.05469
O -0.30507 4.81059 -1.48165
C 1.18870 2.79769 -1.28572
C 1.86681 1.70040 -2.24833
C 0.86108 0.58144 -2.82733
B -0.25974 0.05460 -1.77841
O -1.66083 0.38194 -2.09847
B -2.25959 0.99423 -0.90981
O -2.23192 0.15203 0.29421
B -0.82598 -0.20158 0.51932
N -0.32786 -0.00204 1.94173
C -0.36840 1.27543 2.19374
O -0.33148 2.53496 2.17659
O 0.04459 -0.67821 -0.53999
H -2.49578 1.90328 -4.60011
H -3.18762 3.52533 -5.35342
H -1.36429 2.99902 -5.60054
H -2.43989 3.45828 -2.67909
H -1.86738 4.93576 -3.64452
H 0.78046 2.38254 -0.29144
H 2.03771 3.53284 -0.98259
H 2.26629 2.28477 -3.17229
H 2.80145 1.26542 -1.73770
H 1.49435 -0.34495 -3.13647
H 0.33377 0.95517 -3.78274
H -2.73987 2.07033 -0.93412
B 1.02213 -4.41067 4.29290
O -0.40751 -4.11989 4.48959
C -0.81311 -4.83684 5.53980
O -1.94141 -4.83039 5.97345
C 0.30934 -5.61387 6.06743
O 0.27376 -6.36384 7.01472
O 1.40239 -5.37264 5.34022
O 1.26643 -4.96765 2.95175
C 2.12119 -4.14815 2.33609
O 2.53309 -4.31337 1.21154
C 2.46822 -3.04115 3.22793
O 3.21823 -2.12817 2.97158
O 1.82698 -3.18160 4.38947
*
```

These are the Mulliken partial charges, in e, on atoms 1 to 5: -0.921, -0.058, -0.245, 0.496, -0.608